[1]
C22H15BCl2F4N4O3OsS2 | ωB97M-V/def2-TZVPD

Structure (XYZ):
```
54
Properties=species:S:1:pos:R:3:forces:R:3
Os -1.775 -0.500 -0.415 0.0 0.2 -0.4
Cl -3.293 -5.064 5.100 0.0 0.0 0.0
C -3.221 -3.955 3.770 0.0 0.0 0.0
C -4.376 -3.257 3.404 0.1 0.0 0.0
C -4.351 -2.369 2.355 0.0 0.0 0.1
Cl -5.781 -1.514 1.916 0.1 0.0 0.0
C -3.164 -2.139 1.631 0.1 0.1 0.0
O -3.191 -1.284 0.637 -0.2 0.0 0.0
C -2.013 -2.857 2.011 0.0 -0.1 0.0
C -0.773 -2.730 1.306 0.0 -0.1 0.1
O -0.540 -2.006 0.332 0.0 0.1 -0.1
C -2.051 -3.764 3.085 -0.2 0.0 0.0
H -5.296 -3.412 3.947 0.0 0.0 0.0
H 0.052 -3.366 1.647 0.0 0.0 0.0
H -1.158 -4.305 3.362 0.0 0.0 0.0
S -3.153 1.272 -1.110 0.0 -0.1 0.2
C -2.923 1.146 -2.789 0.0 0.1 -0.1
C -3.179 2.343 -3.538 0.1 -0.2 0.0
N -3.360 3.308 -4.133 0.0 0.2 0.0
C -2.544 -0.011 -3.476 0.0 0.1 -0.1
S -2.255 -1.512 -2.779 0.0 -0.1 0.2
C -2.432 0.070 -4.910 0.0 0.0 0.2
N -2.330 0.108 -6.052 0.0 0.0 -0.2
F -1.093 1.594 1.198 -0.1 0.0 -0.1
B -0.323 1.085 2.285 -0.2 0.2 0.0
F 1.028 1.099 1.890 0.1 0.4 0.2
F -0.721 -0.252 2.472 0.0 -0.4 0.1
F -0.531 1.830 3.410 0.0 0.2 0.2
C 3.659 2.617 -0.091 0.1 0.0 0.0
N 2.337 2.432 -0.648 -0.2 0.0 0.0
N 1.790 1.190 -0.806 0.1 0.2 -0.2
C 0.495 1.332 -1.137 -0.1 0.0 0.1
O -0.221 0.280 -1.369 -0.1 -0.2 -0.1
C 0.211 2.698 -1.209 0.1 0.0 0.0
C 1.378 3.347 -0.876 0.0 0.0 0.1
C 1.634 4.801 -0.699 0.0 0.0 0.0
C 2.547 -0.012 -0.706 0.0 -0.1 0.1
C 2.365 -0.820 0.403 0.0 -0.2 0.0
C 3.098 -1.994 0.491 0.0 0.0 -0.1
C 3.994 -2.338 -0.511 0.0 0.0 0.0
C 4.165 -1.512 -1.615 0.0 0.0 0.0
C 3.432 -0.342 -1.721 0.0 0.0 0.0
H 3.899 1.767 0.543 0.0 0.0 0.0
H 3.646 3.514 0.523 0.0 0.0 0.0
H 4.410 2.713 -0.876 0.0 0.0 0.0
H -0.748 3.137 -1.403 -0.1 0.1 0.0
H 0.779 5.364 -1.060 0.0 0.0 0.0
H 2.519 5.121 -1.248 0.0 0.0 0.0
H 1.775 5.039 0.355 0.0 0.0 0.0
H 1.666 -0.515 1.171 0.2 -0.1 -0.1
H 2.972 -2.639 1.349 0.0 0.0 0.1
H 4.562 -3.254 -0.434 0.0 -0.1 0.0
H 4.857 -1.786 -2.399 0.0 0.0 0.0
H 3.528 0.303 -2.583 0.0 0.0 0.0
```
Positions in Å, forces in eV/Å.

Relative energy (zero: lowest compared OMol25 entry of this formula, charge and spin) = 0.00 kcal per mole
Kohn-Sham gap (alpha / beta) = 6.961 / 6.285 eV
E = -3524.02500 hartree
Highest occupied orbital energy (alpha / beta) = -8.1 / -9.1 eV
Spin multiplicity = 5
LUMO energy (alpha / beta) = -1.1 / -2.8 eV

***

[2]
C22H15BrClILuN5O2S | ωB97M-V/def2-TZVPD

Structure (XYZ):
```
49
Properties=species:S:1:pos:R:3:forces:R:3
Lu -0.766 -0.300 -0.659 2.6 1.4 -0.5
N 1.115 0.283 -4.714 0.0 0.0 -0.3
C 0.655 0.510 -3.467 0.0 0.1 0.9
S 1.462 -0.344 -2.176 0.3 0.1 0.0
N -0.311 1.365 -3.319 -0.3 0.5 -1.2
N -0.879 1.465 -2.078 -0.1 1.0 -0.2
C -1.441 2.594 -1.788 0.5 -0.7 -0.6
C -2.103 2.842 -0.538 -0.4 -0.4 0.8
C -2.337 4.170 -0.160 0.0 -0.2 0.0
C -2.934 4.487 1.039 0.0 0.2 0.0
C -3.330 3.464 1.895 0.1 0.1 0.0
C -3.125 2.147 1.552 0.1 -0.3 -0.3
C -2.522 1.783 0.328 -0.7 1.6 0.3
O -2.407 0.527 0.010 -1.6 0.5 0.6
H 1.969 -0.232 -4.834 -0.1 0.1 0.0
H 0.722 0.802 -5.480 0.0 0.0 0.0
H -1.383 3.412 -2.506 0.1 -0.1 -0.1
H -2.024 4.954 -0.834 0.0 0.1 -0.1
H -3.098 5.519 1.310 0.0 0.1 0.0
H -3.815 3.710 2.830 0.0 0.0 0.1
H -3.433 1.343 2.206 -0.1 0.0 0.0
Cl 2.892 -5.236 -2.915 0.2 -0.2 -0.2
C 1.743 -4.232 -2.111 -0.4 0.2 -0.3
C 0.550 -3.947 -2.736 0.6 -0.1 0.1
C -0.386 -3.180 -2.055 -1.1 0.7 0.5
I -2.061 -2.184 -2.933 0.4 -0.7 -0.4
C -0.236 -2.753 -0.740 1.3 -2.1 -1.1
O -1.164 -2.146 -0.094 -1.4 -1.6 1.6
C 1.092 -2.876 -0.200 -0.1 -0.2 -0.4
N 1.351 -2.080 0.856 0.2 -0.3 0.3
C 2.566 -2.091 1.346 -0.2 0.1 0.0
C 3.598 -2.887 0.828 0.1 -0.2 -0.2
C 3.361 -3.657 -0.282 0.0 0.1 0.2
C 2.082 -3.640 -0.872 -0.3 0.2 0.2
H 0.358 -4.297 -3.737 0.0 -0.1 -0.1
H 2.748 -1.431 2.186 0.1 0.1 0.1
H 4.575 -2.856 1.285 0.1 0.0 0.0
H 4.150 -4.241 -0.733 0.0 0.0 0.0
Br 0.779 1.489 5.995 -0.1 -0.1 -0.2
C 0.428 1.085 4.179 0.0 0.1 -0.2
C 0.914 1.914 3.178 0.0 -0.2 0.2
C 0.672 1.554 1.862 0.1 0.2 -0.1
N 0.001 0.457 1.512 0.0 0.1 0.1
C -0.484 -0.316 2.488 -0.1 -0.1 0.2
C -0.302 -0.043 3.834 0.1 0.1 0.0
H 1.469 2.807 3.415 0.0 0.0 0.0
H 1.038 2.183 1.058 0.0 -0.1 0.0
H -1.039 -1.198 2.183 0.1 0.1 0.0
H -0.711 -0.695 4.589 0.0 -0.1 0.0
```
Positions in Å, forces in eV/Å.

Relative energy (zero: lowest compared OMol25 entry of this formula, charge and spin) = 26.76 kcal per mole
Kohn-Sham gap = 7.308 eV
E = -6237.39765 hartree
Highest occupied orbital energy = -7.5 eV
LUMO energy = -0.2 eV

***

[3]
C22H15Cl2N8O3Te4Ti | ωB97M-V/def2-TZVPD

Structure (XYZ):
```
55
Properties=species:S:1:pos:R:3:forces:R:3
Ti -0.378 -0.390 0.226 -0.9 -0.6 0.2
Cl 5.364 0.419 3.925 0.0 0.0 0.0
C 3.754 0.613 3.320 0.0 0.0 0.0
C 3.400 -0.060 2.156 0.0 0.0 0.0
C 2.122 0.069 1.638 0.1 0.0 0.0
N 1.680 -0.539 0.440 -0.3 -0.1 0.3
C 2.148 -1.725 0.006 -0.1 -0.1 -0.1
O 3.067 -2.408 0.439 0.1 0.1 -0.1
C 1.317 -2.278 -1.163 1.3 1.2 -0.7
C 1.851 -3.258 -1.987 -0.2 -0.2 0.1
C 1.090 -3.698 -3.051 0.0 0.0 0.0
C -0.164 -3.135 -3.269 0.0 0.0 0.0
C -0.555 -2.072 -2.482 0.1 0.1 -0.1
N 0.218 -1.593 -1.499 -0.3 -0.5 0.6
C 1.177 0.886 2.308 0.0 0.0 0.0
C 1.546 1.560 3.461 0.0 0.0 0.0
C 2.834 1.420 3.965 0.0 0.0 0.0
Cl 3.250 2.282 5.408 0.0 0.0 0.0
N -0.110 0.917 1.734 0.1 0.0 -0.4
C -1.128 1.725 2.110 0.0 0.1 0.0
O -1.125 2.621 2.937 0.0 -0.1 0.1
C -2.417 1.398 1.369 0.3 0.2 0.2
C -3.628 1.683 1.971 -0.1 0.0 -0.2
C -4.787 1.282 1.329 0.0 0.0 0.0
C -4.693 0.633 0.106 0.0 0.0 0.0
C -3.440 0.408 -0.431 0.0 0.1 -0.1
N -2.317 0.790 0.182 0.0 -0.3 0.4
H 4.123 -0.689 1.662 0.0 0.0 0.0
H 2.814 -3.678 -1.733 0.0 0.0 0.0
H 1.457 -4.481 -3.702 0.0 0.0 0.0
H -0.832 -3.502 -4.034 0.0 0.0 0.0
H -1.501 -1.577 -2.651 0.0 0.0 0.0
H 0.838 2.195 3.968 0.0 0.0 0.0
H -3.627 2.192 2.923 0.0 0.0 0.0
H -5.754 1.459 1.781 0.0 0.0 0.0
H -5.569 0.276 -0.415 0.0 0.0 0.0
H -3.329 -0.117 -1.372 0.0 0.0 0.0
Te 0.269 -3.818 1.135 -0.9 -0.3 0.1
Te -2.247 -4.932 0.466 -0.1 0.5 0.4
Te -0.936 -6.995 -0.595 0.2 -0.2 -0.1
Te -3.600 -3.765 -1.482 0.1 -0.1 0.1
N 2.275 4.246 -1.354 0.0 0.0 0.0
C 1.366 3.324 -1.750 0.0 0.0 0.0
C 1.020 2.247 -0.904 0.0 0.0 0.0
N 0.137 1.349 -1.280 0.0 -0.1 0.1
C -0.427 1.480 -2.491 0.0 0.0 0.0
C -0.071 2.528 -3.309 0.0 0.0 0.0
N 0.820 3.451 -2.954 0.0 0.0 0.0
H 2.667 4.228 -0.431 0.0 0.0 0.0
H 2.473 5.021 -1.960 0.0 0.0 0.0
H 1.477 2.133 0.071 0.0 0.0 0.0
H -1.162 0.747 -2.792 0.0 0.0 0.0
H -0.516 2.633 -4.291 0.0 0.0 0.0
O -1.668 -1.605 0.777 0.1 0.2 0.0
N -0.574 -1.897 1.570 0.3 -0.1 -0.6
```
Positions in Å, forces in eV/Å.

Relative energy (zero: lowest compared OMol25 entry of this formula, charge and spin) = 32.13 kcal per mole
Kohn-Sham gap (alpha / beta) = 6.281 / 4.734 eV
E = -4353.15885 hartree
Highest occupied orbital energy (alpha / beta) = -7.5 / -7.5 eV
Spin multiplicity = 2
LUMO energy (alpha / beta) = -1.2 / -2.7 eV

***

[4]
C22H15N4O2PtS2 | ωB97M-V/def2-TZVPD

Structure (XYZ):
```
46
Properties=species:S:1:pos:R:3:forces:R:3
Pt 0.104 0.872 -0.521 -0.2 0.0 0.5
C 4.381 1.736 -0.323 0.0 0.1 0.0
C 4.374 3.078 0.016 0.0 -0.1 0.0
C 3.153 3.717 0.191 0.0 0.0 0.0
C 1.979 3.010 0.022 0.1 0.1 0.1
N 1.995 1.692 -0.312 0.0 -0.2 -0.1
C 3.176 1.080 -0.480 0.1 0.0 -0.1
C 0.642 3.602 0.192 0.0 0.0 0.0
C 0.349 4.905 0.540 0.0 0.0 0.0
C -0.985 5.278 0.665 0.0 0.0 0.0
C -2.003 4.358 0.441 0.0 0.0 0.0
C -1.662 3.066 0.094 -0.1 -0.1 0.0
N -0.363 2.728 -0.019 0.1 0.1 -0.1
C -2.578 1.954 -0.212 0.0 0.0 0.1
C -3.951 2.056 -0.185 0.0 0.1 0.0
C -4.729 0.953 -0.522 0.0 -0.1 0.0
C -4.100 -0.221 -0.893 0.0 0.0 0.0
C -2.718 -0.265 -0.902 0.0 0.2 0.0
N -1.965 0.786 -0.550 0.1 -0.2 -0.2
H 5.302 1.190 -0.471 0.0 0.0 0.0
H 5.300 3.624 0.143 0.0 0.0 0.0
H 3.122 4.763 0.456 0.0 0.0 0.0
H 3.166 0.036 -0.759 0.0 0.0 0.0
H 1.130 5.630 0.717 0.0 0.0 0.0
H -1.233 6.295 0.938 0.0 0.0 0.0
H -3.036 4.659 0.534 0.0 0.0 0.0
H -4.422 2.989 0.091 0.0 0.0 0.0
H -5.809 1.025 -0.509 0.0 0.0 0.0
H -4.656 -1.100 -1.186 0.0 0.0 0.0
H -2.206 -1.156 -1.209 0.1 -0.1 -0.1
O -1.502 -3.589 2.534 -0.1 0.1 0.0
S -1.498 -3.789 1.130 0.3 -0.4 0.2
O -2.649 -4.072 0.353 0.0 0.2 -0.1
N -0.907 -2.291 0.497 -0.3 0.4 0.1
C 0.240 -2.474 -0.083 0.3 -0.2 -0.2
S 0.937 -1.119 -0.905 0.0 -0.1 0.0
C 0.807 -3.827 -0.050 -0.1 0.0 0.0
C 2.004 -4.302 -0.553 0.0 -0.1 0.0
C 2.282 -5.654 -0.389 0.0 -0.1 0.1
C 1.385 -6.512 0.266 0.1 0.1 -0.1
C 0.181 -6.040 0.781 0.0 0.0 0.0
C -0.080 -4.700 0.604 -0.1 0.3 -0.1
H 2.707 -3.655 -1.063 0.0 0.0 0.0
H 3.210 -6.058 -0.773 0.0 0.0 0.0
H 1.634 -7.559 0.374 0.0 0.0 0.0
H -0.510 -6.700 1.288 0.0 0.0 0.0
```
Positions in Å, forces in eV/Å.

Relative energy (zero: lowest compared OMol25 entry of this formula, charge and spin) = 8.05 kcal per mole
Kohn-Sham gap (alpha / beta) = 3.748 / 3.681 eV
E = -2131.47402 hartree
Highest occupied orbital energy (alpha / beta) = -18.2 / -18.2 eV
Net charge = +3
LUMO energy (alpha / beta) = -14.5 / -14.5 eV

***

[5]
C22H15N5SZn | ωB97M-V/def2-TZVPD

Structure (XYZ):
```
44
Properties=species:S:1:pos:R:3:forces:R:3
Zn 0.049 -0.803 -0.108 -0.1 0.0 -0.1
C 0.092 0.875 -4.098 -0.1 0.1 -0.1
C 0.520 0.214 -2.948 0.0 -0.1 0.1
N -0.267 0.028 -1.899 -0.2 0.2 -0.2
C -1.542 0.498 -1.937 0.0 0.2 -0.3
C -2.053 1.176 -3.054 0.1 -0.1 0.2
C -1.193 1.357 -4.153 0.1 0.0 0.0
C -3.403 1.651 -3.037 -0.1 0.0 0.1
C -4.192 1.457 -1.957 0.0 0.1 -0.1
C -3.699 0.772 -0.801 0.2 -0.1 0.1
C -4.482 0.552 0.348 0.1 0.0 0.0
C -3.942 -0.113 1.421 -0.1 0.0 0.0
C -2.622 -0.557 1.351 0.1 0.0 0.0
N -1.862 -0.364 0.283 -0.2 0.1 -0.1
C -2.382 0.292 -0.788 -0.3 0.1 0.1
H 0.777 0.999 -4.925 0.0 0.0 0.0
H 1.528 -0.176 -2.876 0.0 0.0 0.0
H -1.554 1.878 -5.031 0.0 0.0 0.0
H -3.774 2.170 -3.911 0.0 0.0 0.0
H -5.212 1.818 -1.942 0.0 0.0 0.0
H -5.503 0.911 0.373 0.0 0.0 0.0
H -4.516 -0.297 2.318 0.0 0.0 0.0
H -2.170 -1.083 2.182 0.0 0.0 0.0
N 3.276 -1.217 2.176 0.1 -0.2 0.0
C 3.283 0.147 2.426 -0.3 0.3 -0.2
C 4.117 0.961 3.182 0.1 0.0 0.1
C 3.811 2.306 3.201 0.0 0.0 0.0
C 2.714 2.827 2.496 -0.1 0.1 -0.1
C 1.886 2.021 1.746 0.0 -0.1 0.0
C 2.186 0.661 1.719 0.2 0.0 0.2
N 1.557 -0.389 1.070 0.3 -0.4 0.1
C 2.239 -1.490 1.369 0.0 0.5 0.1
C 1.818 -2.773 0.829 0.1 -0.5 0.0
C 2.345 -4.017 0.987 0.0 0.1 0.0
S 1.431 -5.162 0.113 -0.1 0.1 0.0
C 0.392 -3.930 -0.421 0.0 -0.1 0.0
N 0.699 -2.739 0.018 0.2 0.0 0.1
H 3.939 -1.883 2.539 0.0 0.0 0.0
H 4.965 0.572 3.729 0.0 0.0 0.0
H 4.430 2.982 3.775 0.0 0.0 0.0
H 2.517 3.890 2.544 0.0 0.0 0.0
H 1.040 2.416 1.200 0.0 0.0 0.0
H 3.207 -4.317 1.563 0.0 0.0 0.0
H -0.450 -4.121 -1.071 0.0 0.0 0.0
```
Positions in Å, forces in eV/Å.

Kohn-Sham gap = 7.917 eV
E = -3298.30344 hartree
Highest occupied orbital energy = -14.3 eV
Net charge = +2
LUMO energy = -6.3 eV

***

[6]
C22H16B11Br6F5NORu | ωB97M-V/def2-TZVPD

Structure (XYZ):
```
63
Properties=species:S:1:pos:R:3:forces:R:3
Ru -0.274 0.322 -0.104 -0.1 -0.4 0.5
Br -0.254 -2.038 -0.892 -0.1 0.0 -0.1
B 0.136 -2.941 0.862 0.0 0.0 -0.1
B -0.035 -4.648 1.136 0.0 0.0 0.0
C 1.124 -4.914 2.347 0.0 0.1 0.0
B 1.588 -3.874 1.098 0.1 -0.1 0.0
B 2.103 -3.588 2.786 0.1 0.0 0.0
B 0.805 -4.178 3.854 0.0 0.0 0.0
B -0.513 -4.826 2.843 0.0 -0.1 0.0
B -1.183 -3.510 1.878 -0.1 0.1 0.0
Br -3.021 -3.312 1.286 0.0 0.0 0.0
B -0.666 -3.212 3.578 0.0 -0.1 0.1
Br -1.949 -2.754 4.934 0.0 0.1 0.0
B 0.974 -2.444 3.541 0.1 0.0 0.2
Br 1.510 -1.122 4.837 0.0 0.1 0.0
B 1.432 -2.281 1.830 0.0 0.0 0.0
Br 2.320 -0.646 1.150 0.0 0.1 0.0
B -0.234 -2.085 2.327 0.0 -0.1 -0.2
Br -0.975 -0.243 2.203 -0.1 0.1 -0.1
H -0.309 -5.453 0.325 0.0 0.0 0.0
H 1.590 -5.889 2.366 0.0 0.0 0.0
H 2.365 -4.165 0.264 0.0 0.0 0.0
H 3.233 -3.710 3.082 0.0 0.0 0.0
H 1.085 -4.700 4.868 0.0 0.0 0.0
H -1.105 -5.779 3.189 0.0 0.0 0.0
C -4.502 0.402 -0.638 0.0 -0.1 0.2
C -4.600 0.883 -1.934 0.0 0.0 0.0
C -3.447 1.133 -2.679 0.1 0.0 0.0
C -2.196 0.926 -2.121 -0.2 0.0 -0.1
C -2.096 0.485 -0.771 0.2 0.1 0.1
C -3.263 0.178 -0.052 -0.1 0.0 -0.1
C -0.961 1.117 -2.852 0.1 0.0 0.0
C -0.914 1.462 -4.208 -0.1 0.0 0.1
C 0.291 1.573 -4.843 0.1 0.0 0.0
C 1.472 1.358 -4.102 -0.2 0.0 0.1
C 2.739 1.446 -4.694 0.1 0.0 0.0
C 3.925 1.235 -3.941 0.0 0.0 0.1
C 3.835 0.952 -2.591 0.1 0.0 -0.1
C 2.592 0.864 -1.986 -0.1 0.0 0.1
C 1.369 1.034 -2.727 0.0 0.0 -0.1
N 0.171 0.902 -2.118 0.1 0.1 -0.3
H -5.397 0.181 -0.071 0.0 0.0 0.0
H -5.572 1.048 -2.380 0.0 0.0 0.0
H -3.554 1.487 -3.694 0.0 0.0 0.0
H -3.230 -0.238 0.942 0.0 0.0 0.0
H -1.832 1.619 -4.753 0.0 0.0 0.0
H 0.349 1.824 -5.895 0.0 0.0 0.0
H 2.821 1.678 -5.749 0.0 0.0 0.0
H 4.884 1.309 -4.438 0.0 0.0 0.0
H 4.729 0.802 -2.000 0.0 0.0 0.0
H 2.531 0.659 -0.930 0.0 0.0 0.0
F -0.354 7.188 1.996 0.0 0.1 0.0
C -0.170 5.959 1.669 0.0 -0.1 0.0
C 1.043 5.319 1.998 0.0 -0.1 0.0
F 1.962 5.990 2.637 0.1 0.0 0.0
C 1.214 4.013 1.633 -0.1 0.1 0.0
F 2.314 3.363 1.905 0.1 0.0 0.0
C 0.180 3.287 0.936 0.0 -0.2 0.1
O 0.396 2.056 0.682 0.0 0.3 -0.4
C -1.024 3.976 0.605 0.0 0.2 0.1
F -1.954 3.311 -0.062 -0.1 0.0 0.0
C -1.204 5.277 0.964 0.1 -0.1 0.0
F -2.295 5.931 0.678 -0.1 0.0 0.0
```
Positions in Å, forces in eV/Å.

Kohn-Sham gap (alpha / beta) = 5.690 / 3.033 eV
E = -17288.86864 hartree
Highest occupied orbital energy (alpha / beta) = -16.3 / -16.3 eV
Spin multiplicity = 5
Net charge = +3
LUMO energy (alpha / beta) = -10.6 / -13.2 eV